# C2H20BF4O8

9 unconnected molecules or ions with the total composition C2H20BF4O8 (ωB97M-V with the def2-TZVPD basis set, OMol25).

```
35
C2H20BF4O8 (ωB97M-V with the def2-TZVPD basis set)
B -0.02124 -0.42504 0.12708
F -0.80263 -0.49762 1.31363
F 1.02736 0.35722 0.40259
F 0.36355 -1.70355 -0.20665
F -0.74490 0.14564 -0.88809
C -2.36653 -3.25132 -0.24232
O -1.72050 -2.99824 1.03410
H -2.85009 -4.19988 -0.00883
H -3.05832 -2.53137 -0.67956
H -1.74227 -3.57297 -1.07596
H -1.26169 -2.15579 0.99715
C 0.91085 3.30470 -0.92369
O 1.31015 4.07417 0.16966
H 1.67941 2.67664 -1.37420
H 0.01764 2.74268 -0.65092
H 0.50673 3.90821 -1.73644
H 1.34223 3.46836 0.91368
O -2.79269 1.64214 -1.59137
H -2.24353 0.90659 -1.32003
H -2.19835 2.22294 -2.06639
O 1.69033 2.18358 2.32753
H 1.84390 1.42587 1.76315
H 0.87722 1.97825 2.78897
O 3.03522 -0.43233 -1.04749
H 2.20363 -0.27672 -0.59975
H 2.79826 -0.51780 -1.97095
O -1.28530 1.83909 2.43797
H -1.02182 1.04060 1.98056
H -1.94525 1.54844 3.06742
O 1.72949 -2.40560 2.21522
H 2.61570 -2.35308 1.85732
H 1.16901 -2.06149 1.51974
O 0.11192 -2.35393 -2.92244
H 0.70325 -1.87554 -3.50356
H 0.11939 -1.85275 -2.10696
```

* total charge: -1
* relative energy (zero: lowest compared OMol25 entry of this formula, charge and spin): 0.610 eV
* DFT total energy: -30333.57142 eV
* strongest force on any atom: 2.4 eV/A

natural (NBO) atomic charge list, values in e, 8 entries: B 1.309; F -0.561; F -0.545; F -0.549; F -0.557; C -0.272; O -0.734; H 0.170